(1)
Here is a structure of composition C31H36GeIrPTe in a non-equilibrium geometry from OMol25. Energies are from ωB97M-V with the def2-TZVPD basis set.

Positions of all 71 atoms, in Å:
Ir (0.023988, 0.129309, -0.064362)
C (1.345422, -1.895457, 4.700207)
C (0.179099, -2.331234, 4.091469)
C (0.167358, -2.608541, 2.738622)
C (1.326400, -2.449721, 1.983686)
C (2.497621, -2.011125, 2.594177)
C (2.501507, -1.738752, 3.951966)
P (1.262631, -2.764590, 0.195014)
C (1.882885, -4.427918, -0.170306)
C (1.434103, -5.055670, -1.327352)
C (1.975559, -6.271306, -1.702459)
C (2.967152, -6.853876, -0.928754)
C (3.398872, -6.240004, 0.237059)
C (2.858651, -5.025773, 0.623854)
C (2.390653, -1.639282, -0.689958)
C (3.687668, -2.039552, -0.995800)
C (4.507960, -1.184200, -1.711324)
C (4.034825, 0.058700, -2.106890)
C (2.740692, 0.449851, -1.794256)
C (1.881011, -0.394405, -1.093072)
H (1.355532, -1.682350, 5.757398)
H (-0.725114, -2.449906, 4.668245)
H (-0.751617, -2.948907, 2.273056)
H (3.391817, -1.861311, 2.005183)
H (3.407335, -1.394344, 4.426542)
H (0.659745, -4.588417, -1.924259)
H (1.630216, -6.762962, -2.599600)
H (3.405898, -7.788719, -1.240473)
H (4.171199, -6.706825, 0.831643)
H (3.195820, -4.546151, 1.532797)
H (4.050969, -3.010409, -0.684369)
H (5.511784, -1.489697, -1.967194)
H (4.676820, 0.728321, -2.660177)
H (2.398119, 1.424251, -2.115046)
C (-4.609321, -8.336619, 2.426378)
C (-3.896099, -7.037656, 2.229814)
C (-4.582813, -5.834941, 2.139772)
C (-3.912051, -4.629158, 1.926013)
C (-4.669797, -3.340708, 1.870595)
C (-2.546193, -4.703642, 1.771662)
Te (-1.010413, -2.366805, -0.517585)
C (-1.805444, -5.853555, 1.891318)
C (-0.312641, -5.895830, 1.820060)
C (-2.510633, -7.032633, 2.120489)
H (-5.663702, -8.187894, 2.636049)
H (-4.160583, -8.899050, 3.242659)
H (-4.516960, -8.940158, 1.523342)
H (-5.658511, -5.819872, 2.245250)
H (-5.683839, -3.477836, 2.236760)
H (-4.719631, -2.974278, 0.845481)
H (-4.175937, -2.580578, 2.472328)
H (0.059984, -5.032268, 1.274526)
H (0.022585, -6.800265, 1.317648)
H (0.115984, -5.893494, 2.823052)
H (-1.954448, -7.953727, 2.219492)
C (-2.121453, 1.176401, 3.246076)
Ge (-0.396307, 2.118721, 2.927897)
C (-0.637932, 3.887019, 2.055444)
C (0.612183, 2.306720, 4.640151)
C (0.773002, 0.991911, 1.767353)
H (-2.766956, 1.790344, 3.867124)
H (-1.949692, 0.234782, 3.760119)
H (-2.640919, 0.972225, 2.313566)
H (-1.228151, 4.541279, 2.690489)
H (-1.142660, 3.797849, 1.097789)
H (0.327948, 4.357369, 1.893065)
H (0.110793, 3.012632, 5.293715)
H (1.617528, 2.671116, 4.451439)
H (0.682394, 1.351535, 5.151394)
H (1.160802, 0.199247, 2.408197)
H (1.625212, 1.617441, 1.478796)

Cartesian forces, eV/Å:
2.518 -0.258 -0.590
0.026 -0.020 -0.041
0.011 0.033 0.090
-0.076 -0.100 -0.107
-0.095 -0.097 -0.226
0.014 -0.072 -0.196
0.099 0.008 0.046
0.793 0.074 0.130
-0.109 0.226 -0.004
-0.050 0.132 0.054
-0.012 -0.052 -0.069
-0.040 0.012 -0.023
0.106 -0.039 -0.023
-0.060 0.121 0.019
-0.646 -0.241 0.129
-0.103 0.002 -0.062
0.070 0.097 -0.020
-0.033 -0.272 0.072
-0.814 0.322 0.004
-1.417 0.126 1.954
0.004 0.049 0.124
-0.093 -0.045 0.062
0.045 0.038 0.076
0.103 0.040 -0.017
0.097 0.031 0.027
0.019 -0.042 -0.096
-0.025 -0.015 -0.061
0.025 -0.121 0.012
0.001 0.012 0.077
0.003 0.009 0.068
-0.005 -0.019 -0.059
0.065 0.000 0.019
0.002 0.055 -0.038
-0.030 0.078 0.005
0.005 -0.106 -0.055
0.183 0.015 -0.005
0.263 0.024 -0.015
0.021 0.081 -0.071
0.043 0.141 -0.098
-0.343 -0.441 0.274
0.755 1.668 0.418
0.125 -0.070 -0.041
0.015 0.143 -0.024
-0.263 0.268 -0.012
-0.105 -0.029 0.034
-0.044 -0.074 0.071
-0.089 -0.097 -0.005
-0.127 0.000 0.027
-0.055 0.061 0.003
-0.064 0.088 -0.062
-0.027 0.108 0.045
0.032 -0.157 0.134
0.097 -0.037 -0.088
0.101 0.084 0.024
0.048 -0.176 -0.007
0.563 0.379 -0.087
-0.404 0.085 0.088
0.037 -0.556 0.338
-0.281 -0.103 -0.681
-0.878 -1.244 -0.936
-0.091 0.071 0.066
0.081 -0.117 0.047
-0.057 0.000 -0.143
-0.076 0.061 0.075
-0.078 -0.065 -0.112
0.130 0.023 -0.007
-0.123 0.113 0.060
0.122 0.060 -0.051
-0.026 -0.156 0.023
0.057 -0.020 -0.099
0.065 -0.094 -0.459

Summary:
HOMO energy (spin up / spin down) (eV): -10.81 / -10.75
⟨S²⟩: 0.764
Multiplicity: 2
Charge: +1
Orbital gap (spin up / spin down) (eV): 5.92 / 5.87

---

(2)
Here is a structure of composition C5H9NO in a non-equilibrium geometry from OMol25. Energies are from ωB97M-V with the def2-TZVPD basis set.

Positions of all 16 atoms, in Å:
N (0.854085, -0.942887, -0.785725)
C (2.103385, -0.083453, 1.038899)
C (0.879357, 0.702929, 1.274332)
C (-0.452819, -0.053630, 1.030025)
C (-0.224864, -0.417233, -0.430746)
C (-1.551553, -0.297896, -1.224598)
O (-1.700633, 1.023869, -1.091213)
H (1.599821, -0.690476, 0.145521)
H (2.414461, -0.767764, 1.804076)
H (2.832019, 0.404346, 0.427131)
H (0.817107, 1.361300, 0.389590)
H (0.781340, 1.355340, 2.139591)
H (-1.310231, 0.615280, 1.121325)
H (-0.525210, -0.922548, 1.692856)
H (-2.296324, -1.018242, -0.871644)
H (-1.236345, -0.589320, -2.261830)

Cartesian forces, eV/Å:
-3.086 0.854 -1.345
-1.037 0.502 0.348
-0.937 1.842 -0.894
1.004 0.260 0.386
1.587 -3.152 2.235
0.172 2.010 -3.019
-0.193 -1.206 0.018
1.251 -0.879 0.283
0.314 -0.447 0.079
0.841 0.314 0.289
0.311 0.621 0.699
0.338 -0.271 0.346
0.160 -0.212 -0.081
-0.203 -0.140 -0.386
0.007 0.013 0.585
-0.527 -0.109 0.458

Summary:
HOMO energy (eV): -8.50
Charge: 0
Orbital gap (eV): 6.57
Energy above the lowest of the compared OMol25 structures with the same formula, charge and spin (kJ/mol): 642.3

---

(3)
Here is a structure of composition C2H7I3NSi in a non-equilibrium geometry from OMol25. Energies are from ωB97M-V with the def2-TZVPD basis set.

Positions of all 14 atoms, in Å:
C (0.313196, 0.477276, 2.213073)
C (-0.682310, -0.507617, -2.390613)
N (-0.543689, 0.454098, 1.017475)
Si (0.305346, -0.242847, -0.733785)
I (1.966236, 1.552970, -0.928336)
I (1.029647, -2.433831, 0.095356)
I (0.835463, -1.081243, -3.817585)
H (1.082224, 1.239651, 2.107983)
H (-0.280664, 0.697841, 3.099184)
H (0.792880, -0.492035, 2.351717)
H (-1.158360, 0.396341, -2.756978)
H (-1.408005, -1.313641, -2.331746)
H (-0.902255, 1.395977, 0.856307)
H (-1.349709, -0.142939, 1.217947)

Cartesian forces, eV/Å:
0.743 -0.069 0.683
0.537 0.338 1.053
-0.473 -0.555 -1.555
0.379 -0.069 0.086
-0.499 -0.587 0.005
-0.180 0.654 -0.278
-0.329 0.121 0.402
-0.060 -0.045 -0.111
-0.090 0.030 -0.114
-0.098 0.100 -0.099
0.057 0.097 -0.007
0.067 -0.071 0.109
-0.052 -0.040 -0.094
-0.002 0.095 -0.080

Summary:
HOMO energy (eV): -13.02
Charge: +1
Orbital gap (eV): 8.96
Energy above the lowest of the compared OMol25 structures with the same formula, charge and spin (kJ/mol): 0.0

---

(4)
Here is an isolated molecule of C6H13N3 from OMol25. Energies are from ωB97M-V with the def2-TZVPD basis set.

Positions of all 22 atoms, in Å:
H (-0.804476, -0.657941, -3.309232)
N (-1.237326, -0.303850, -2.460003)
C (-0.522285, -0.368368, -1.432043)
N (0.752473, -0.780980, -1.107984)
C (0.785732, -0.028235, 0.150709)
C (1.488424, 1.315782, -0.004107)
C (1.336292, -0.809473, 1.337408)
C (-0.778218, 0.116592, -0.013772)
C (-1.595721, -0.891567, 0.786924)
N (-1.283970, 1.465258, 0.123333)
H (1.526816, -0.914458, -1.736527)
H (1.201683, 1.965501, 0.817070)
H (2.568339, 1.181332, 0.007115)
H (1.197220, 1.798758, -0.933853)
H (1.093249, -0.293459, 2.258196)
H (2.415525, -0.887900, 1.253806)
H (0.925549, -1.818338, 1.363696)
H (-1.569027, -0.634876, 1.847265)
H (-2.625005, -0.863639, 0.437220)
H (-1.219838, -1.903792, 0.651723)
H (-2.083515, 1.489425, 0.744661)
H (-1.571921, 1.824230, -0.781606)

Cartesian forces, eV/Å:
0.147 -0.014 0.106
-0.593 0.096 -0.427
0.336 -0.010 0.033
0.052 -0.443 -0.147
0.309 0.133 0.327
-0.135 -0.248 0.182
-0.318 -0.009 -0.482
0.010 0.072 0.273
0.178 0.183 -0.111
-0.267 -0.091 -0.068
0.038 0.044 -0.159
0.052 0.145 0.067
0.133 -0.021 -0.050
-0.026 0.080 -0.043
0.009 0.076 0.285
0.220 -0.006 0.061
-0.011 0.044 0.071
-0.024 -0.050 0.048
-0.108 -0.005 -0.014
0.016 -0.012 0.057
0.019 0.043 -0.137
-0.038 -0.007 0.126

Summary:
HOMO energy (eV): -9.02
Charge: 0
Orbital gap (eV): 9.99
Energy above the lowest of the compared OMol25 structures with the same formula, charge and spin (kJ/mol): 46.5
SMILES: [H]/N=C1\NC(C)(C)[C@@]1(C)N

---

(5)
Here is a structure of composition C24H13Br2CaN3O9S in a non-equilibrium geometry from OMol25. Energies are from ωB97M-V with the def2-TZVPD basis set.

Positions of all 53 atoms, in Å:
Ca (-0.523657, -0.400535, 0.702358)
O (-5.866497, -3.449302, 2.554678)
C (-4.652229, -2.881825, 2.287781)
C (-4.116774, -1.823572, 3.063281)
C (-2.860414, -1.352758, 2.791618)
N (-2.092684, -1.794272, 1.778425)
C (-2.593556, -2.739074, 0.998630)
C (-3.930774, -3.289001, 1.164351)
C (-1.775114, -3.171969, -0.185516)
O (-1.976169, -4.262330, -0.683754)
O (-0.917852, -2.316161, -0.544452)
C (-2.196210, -0.232084, 3.510925)
O (-2.768790, 0.379131, 4.454137)
O (-1.075595, 0.139576, 3.077676)
H (-6.274765, -2.971983, 3.216922)
H (-4.693058, -1.523586, 3.915062)
H (-4.297072, -3.890587, 0.290887)
C (1.537271, -1.237628, -2.606023)
C (0.516540, -0.176413, -2.962489)
C (0.414921, 0.341362, -4.271939)
C (-0.423561, 1.389582, -4.571577)
C (-1.229775, 1.873185, -3.557825)
C (-1.931111, 3.101635, -3.615013)
Br (-1.857379, 4.098724, -5.205327)
C (-2.807843, 3.502006, -2.621757)
C (-2.712971, 2.892570, -1.344539)
Br (-3.207708, 3.764339, 0.189283)
C (-2.040688, 1.669830, -1.163029)
O (-2.191015, 1.009751, -0.058208)
C (-1.229203, 1.213879, -2.237239)
N (-0.266416, 0.293915, -1.982220)
H (1.863033, -1.709637, -3.514771)
H (0.975280, -1.933753, -1.969123)
H (2.280398, -0.725162, -1.942417)
H (0.971909, -0.193730, -5.042841)
H (-0.408524, 1.960559, -5.524032)
H (-3.499511, 4.237703, -2.914583)
O (1.701277, -1.195150, 0.693650)
C (2.284565, -0.144200, 1.071198)
N (1.618521, 1.007768, 1.468145)
S (2.678669, 2.291068, 1.579498)
O (2.327406, 3.069024, 0.386496)
O (2.685917, 3.002858, 2.820005)
C (4.131807, 1.337354, 1.426571)
C (5.465420, 1.694925, 1.712037)
C (6.396159, 0.682120, 1.833521)
C (5.953440, -0.686317, 1.770976)
C (4.691184, -1.023188, 1.297594)
C (3.744469, 0.038517, 1.208503)
H (5.643314, 2.749151, 1.926424)
H (7.440945, 0.901062, 2.069612)
H (6.663373, -1.476209, 2.082645)
H (4.431098, -2.041171, 1.175783)

Cartesian forces, eV/Å:
0.012 0.718 0.215
1.358 -1.389 -2.230
1.077 0.560 -1.097
-0.603 -1.712 -0.179
0.455 -0.005 -0.486
-1.280 -1.263 0.001
-2.759 -0.562 0.493
1.382 0.465 -0.687
0.931 0.916 -0.129
-0.610 -1.415 -0.503
0.233 0.190 -0.066
0.406 3.160 2.035
-0.586 -1.503 -0.546
0.382 -0.764 -0.968
-1.334 1.595 2.251
0.086 0.635 0.414
0.275 0.237 1.457
-1.289 1.191 1.304
-0.803 0.830 0.470
-0.054 -0.777 -0.456
0.820 0.008 -0.406
-0.286 0.798 2.573
-1.292 -0.974 0.294
-0.281 0.507 -0.753
1.943 -1.124 0.182
0.353 -0.366 -1.889
-0.953 0.631 0.878
-1.428 -0.332 2.010
0.979 0.488 -1.165
1.816 0.205 -2.686
-0.102 -0.625 -0.215
0.738 -0.182 -0.134
0.402 -0.166 -0.113
-0.097 -0.801 -0.880
0.103 0.460 0.056
0.034 -0.884 0.612
-0.609 1.286 0.442
1.233 1.025 0.505
-2.149 1.753 0.782
1.589 -1.594 -0.369
-3.413 0.075 -2.487
1.445 -0.161 1.042
0.347 -0.157 0.537
1.281 -0.398 0.285
-1.100 0.151 -0.154
-0.471 -1.131 0.475
0.997 0.663 -0.587
0.154 2.059 0.969
1.636 -1.680 -0.347
0.383 -0.300 -0.198
-0.397 -0.076 0.064
-0.407 0.487 -0.513
-0.548 -0.752 -0.103

Summary:
HOMO energy (eV): -2.23
Charge: -2
Orbital gap (eV): 6.18

---

(6)
Here is an isolated molecule of C3H7NO2 in a non-equilibrium geometry from OMol25. Energies are from ωB97M-V with the def2-TZVPD basis set.

Positions of all 13 atoms, in Å:
C (-2.425777, 0.695981, -0.029484)
N (-1.576233, -0.345841, 0.247953)
O (-0.666906, -0.379138, -0.789114)
C (0.577156, -0.977494, -0.324253)
C (1.496341, -0.104205, 0.493679)
O (1.844181, 0.968694, -0.469194)
H (-3.191560, 0.859836, 0.678492)
H (-2.358203, 1.216351, -1.036771)
H (0.968230, -1.571763, -1.185063)
H (0.278735, -1.716730, 0.359105)
H (2.310297, -0.804032, 0.721997)
H (0.888564, 0.228805, 1.295596)
H (1.855177, 1.929540, 0.037058)

Cartesian forces, eV/Å:
3.414 -3.875 -0.683
-2.869 4.932 -1.271
1.296 -0.459 0.114
-1.139 -0.891 -0.949
-0.339 0.361 -3.921
0.355 3.051 3.358
-0.761 0.149 0.515
0.034 -0.517 1.570
0.215 1.165 0.457
-0.577 -1.417 1.047
0.305 0.827 0.475
0.021 0.570 1.128
0.044 -3.896 -1.840

Summary:
HOMO energy (eV): -9.37
Charge: 0
Orbital gap (eV): 10.21
Energy above the lowest of the compared OMol25 structures with the same formula, charge and spin (kJ/mol): 455.1
SMILES: C=NOCCO

---

no.,DFT total energy (eV)
1,-108658.0770
2,-8862.5555
3,-35853.1374
4,-10902.9298
5,-217362.6690
6,-8805.8119